# C5H8N3O4

2 unconnected molecules or ions with the total composition C5H8N3O4 in a non-equilibrium geometry (wB97M-V/def2-TZVPD, the OMol25 dataset).

The lowest unoccupied orbital energy is -4.3 eV. As for the strongest force on any atom: 4.0 eV Å⁻¹. The value obtained for the energy relative to the best compared isomer or geometry (same formula, charge and spin) is 29.3 kcal per mole. Its HOMO energy is -12.988 eV. Its charge is +1.

```
20
Properties=species:S:1:pos:R:3:lowdin_charge:R:1
C -2.9816 0.7232 -0.1319 0.05
C -2.2432 0.6918 -1.3212 -0.07
C -0.8420 0.4204 0.3213 0.02
C 0.3148 0.6062 -1.7363 0.05
C 1.9430 -0.9356 1.6290 -0.27
N -0.9112 0.5466 -1.0014 0.03
N -2.1106 0.4821 0.8428 0.14
N -2.8569 0.8682 -2.6256 -0.34
O -4.0449 0.7206 -2.5855 0.14
O -2.1037 1.1326 -3.5358 0.14
O 2.4207 -1.7696 0.7652 0.09
O 2.6659 -0.8387 2.7205 0.03
H -4.0364 0.5985 -0.1847 0.15
H 1.1072 0.2247 -1.1977 0.08
H 0.3099 0.1044 -2.6361 0.09
H 0.5824 1.5453 -2.0590 0.10
H -0.0375 0.0897 0.9321 0.08
H -2.3941 0.5504 1.8210 0.20
H 3.3192 -1.9376 0.9396 0.09
H 2.1649 -0.1858 3.4116 0.20
```

---

# C5H8N3O4

A gas-phase ion, C5H8N3O4 (charge +1) in a non-equilibrium geometry (wB97M-V/def2-TZVPD, the OMol25 dataset).

The lowest unoccupied orbital energy (alpha / beta) is -5.3 / -8.4 eV. As for the strongest force on any atom: 6.6 eV Å⁻¹. The value obtained for the energy relative to the best compared isomer or geometry (same formula, charge and spin) is 122.8 kcal per mole. Its spin multiplicity is 3. Its HOMO energy (alpha / beta) is -12.286 / -15.464 eV. Its charge is +1.

```
20
Properties=species:S:1:pos:R:3:lowdin_spin:R:1
C 0.2164 0.3999 0.4310 -0.02
C 1.8065 -0.1115 -0.0422 0.57
C -2.2590 0.3250 0.8503 0.00
C -1.2849 -0.8294 -1.1325 0.00
C -1.0584 -0.4188 0.3406 -0.01
N 0.4562 1.6362 0.6607 0.09
N 2.6042 0.9572 -0.0335 0.45
N 2.2660 -1.3575 -0.5368 0.06
O 1.4563 -2.1373 -0.9119 0.10
O 3.7164 1.1737 -0.2011 0.60
O 3.4729 -1.5065 -0.5295 0.11
O 1.6895 2.0442 0.5495 0.04
H -2.3050 0.4556 1.9002 0.00
H -3.1133 -0.4115 0.7786 0.00
H -2.6647 1.3174 0.4287 0.00
H -1.2171 0.2001 -1.6455 0.00
H -2.2147 -1.1568 -1.2421 0.00
H -0.6945 -1.5992 -1.7612 0.00
H -0.8816 -1.3796 0.9067 0.00
H 0.0089 2.3988 1.1899 0.00
```

---

# C5H8N4

C5H8N4 in the gas phase in a non-equilibrium geometry (wB97M-V/def2-TZVPD, the OMol25 dataset).

The lowest unoccupied orbital energy is 0.9 eV. As for the strongest force on any atom: 4.3 eV Å⁻¹. The value obtained for the energy relative to the best compared isomer or geometry (same formula, charge and spin) is 40.5 kcal per mole. Its SMILES is C1=NN2CCN=C2NC1. Its HOMO energy is -8.399 eV.

```
17
Properties=species:S:1:pos:R:3:lowdin_charge:R:1
C -2.2719 0.1840 0.1277 -0.19
C -1.4952 -1.1152 -0.1452 -0.17
C 1.9405 -0.8321 -0.0969 -0.15
C 2.0435 0.5392 0.3182 -0.19
C -0.1979 0.6893 0.0225 -0.43
H -2.6367 0.4210 1.1771 0.13
H -3.0973 0.1373 -0.5198 0.08
H -1.5186 -1.3233 -1.2379 0.14
H -1.7870 -1.8399 0.5308 0.10
H 2.8300 -1.2610 -0.5572 0.11
H 3.0445 0.9523 0.0035 0.13
H 1.9298 0.6960 1.3896 0.12
H 1.0046 2.3434 -0.4220 0.17
N -0.2445 -0.7112 0.2537 -0.11
N 0.8143 -1.4597 -0.2285 0.12
N 0.9624 1.2863 -0.4030 0.06
N -1.3205 1.2937 -0.2124 0.09
```

---

> Among the records above, which one has the lowest energy relative to the best compared isomer or geometry (same formula, charge and spin)?

number 1

---

> What is the strongest force on any atom in the first record?

4.0 eV Å⁻¹

---

> Among the records above, which one has the highest strongest force on any atom?

number 2